Entry 1:
# C17H9ClN2O2S

A single C17H9ClN2O2S molecule at a distorted geometry (ωB97M-V/def2-TZVPD, OMol25).

SMILES string: O=C(O)c1ccc2c(c1)nc(-c1ccc(Cl)s1)c1ccncc12
Max |F|: 5.98 eV/A
HOMO-LUMO gap: 7.41 eV
Energy: -1771.55753 a.u.

Structure (XYZ):
```
32
C17H9ClN2O2S | OMol25 | ωB97M-V/def2-TZVPD
O 2.84 1.65 -4.04
C 3.24 2.15 -3.02
O 4.29 2.98 -2.97
C 2.63 1.54 -1.82
C 3.29 1.54 -0.57
C 2.58 1.05 0.59
C 1.28 0.62 0.53
C 0.67 0.53 -0.76
C 1.32 1.09 -1.85
N -0.54 0.08 -0.92
C -1.27 -0.28 0.17
C -2.61 -1.04 -0.08
C -2.91 -1.67 -1.32
C -4.10 -2.38 -1.34
C -4.79 -2.13 -0.20
Cl -6.43 -2.80 -0.12
S -4.04 -1.14 0.98
C -0.64 -0.32 1.48
C -1.26 -0.98 2.58
C -0.59 -0.97 3.77
N 0.64 -0.35 4.02
C 1.15 0.38 2.99
C 0.59 0.25 1.65
H 4.33 3.17 -3.92
H 4.32 1.86 -0.53
H 3.05 0.92 1.52
H 0.77 1.05 -2.76
H -2.19 -1.68 -2.18
H -4.42 -2.99 -2.15
H -2.21 -1.53 2.68
H -1.04 -1.62 4.56
H 2.04 1.00 3.05
```

=====

Entry 2:
# C27H18Cl2N4O4V

C27H18Cl2N4O4V as an isolated structure (ωB97M-V/def2-TZVPD, OMol25).

Multiplicity: 2
Max |F|: 0.53 eV/A
HOMO-LUMO gap (alpha / beta): 5.54 / 4.34 eV
Energy: -3424.04239 a.u.

Structure (XYZ):
```
56
C27H18Cl2N4O4V | OMol25 | ωB97M-V/def2-TZVPD
V 0.15 0.67 0.02
O -3.14 -5.63 0.10
N -3.33 -4.98 -0.90
O -4.04 -5.33 -1.82
C -2.68 -3.64 -1.01
C -3.00 -2.94 -2.12
C -2.48 -1.63 -2.34
C -2.83 -0.84 -3.44
C -2.29 0.44 -3.52
C -1.45 0.90 -2.52
N -1.10 0.16 -1.46
C -1.60 -1.11 -1.38
C -1.20 -1.88 -0.27
N -0.29 -1.28 0.55
C 0.07 -1.92 1.67
C -0.44 -3.15 2.01
C -1.35 -3.79 1.18
C -1.76 -3.15 0.01
H -3.68 -3.37 -2.84
H -3.50 -1.21 -4.20
H -2.53 1.10 -4.35
H -1.04 1.90 -2.54
H 0.79 -1.40 2.30
H -0.11 -3.62 2.93
H -1.74 -4.75 1.45
Cl 1.66 1.60 2.02
C 0.25 2.71 2.38
Cl -0.36 2.47 3.99
C -0.70 2.29 1.24
O -1.46 1.31 1.43
O -0.42 2.77 0.11
H 0.63 3.71 2.26
N 1.57 0.48 -1.01
C 2.57 0.40 -1.79
C 2.66 1.33 -2.96
C 3.22 0.93 -4.17
C 3.23 1.79 -5.26
C 2.69 3.07 -5.15
C 2.13 3.47 -3.94
C 2.11 2.61 -2.86
C 3.63 -0.62 -1.55
C 4.97 -0.37 -1.84
C 5.94 -1.31 -1.54
C 5.58 -2.52 -0.97
C 4.25 -2.78 -0.68
C 3.28 -1.83 -0.97
H 3.63 -0.06 -4.27
H 3.65 1.47 -6.20
H 2.70 3.74 -5.99
H 1.72 4.47 -3.84
H 1.68 2.93 -1.92
H 5.26 0.58 -2.28
H 6.98 -1.10 -1.76
H 6.34 -3.26 -0.75
H 3.96 -3.73 -0.24
H 2.24 -2.02 -0.74
```

=====

Entry 3:
# C2H7IP2

A 2-piece molecular cluster, C2H7IP2 overall at a distorted geometry (ωB97M-V/def2-TZVPD, OMol25).

SMILES string: CP(#P)I.C
Max |F|: 2.80 eV/A
HOMO-LUMO gap (alpha / beta): 6.20 / 6.20 eV
Energy: -1060.71440 a.u.

Structure (XYZ):
```
12
C2H7IP2 | OMol25 | ωB97M-V/def2-TZVPD
C 1.39 -0.25 -2.75
P 1.16 0.03 -0.87
P -0.11 1.57 -0.54
I 3.49 0.51 -0.06
H 0.73 0.59 -3.14
H 0.93 -1.27 -2.87
H 2.55 -0.15 -2.87
C -2.03 -0.20 2.60
H -1.04 -0.40 2.41
H -2.73 -1.05 2.55
H -1.99 0.09 3.65
H -2.36 0.54 1.89
```

=====

Entry 4:
# C7H11NO3S

C7H11NO3S as an isolated structure at a distorted geometry (ωB97M-V/def2-TZVPD, OMol25).

Max |F|: 4.56 eV/A
HOMO-LUMO gap: 9.07 eV
Energy: -951.85557 a.u.

Structure (XYZ):
```
23
C7H11NO3S | OMol25 | ωB97M-V/def2-TZVPD
C -1.34 1.69 0.52
C -1.74 0.58 1.38
C -0.66 -0.48 1.23
C 0.55 0.27 0.63
C -0.08 1.26 -0.25
C -0.32 1.10 -1.77
C 1.48 -0.74 -0.02
N -1.54 2.92 0.75
O 0.05 4.33 -1.00
O 0.87 3.80 1.26
O 2.58 -0.01 -0.65
S 0.02 3.50 0.14
H -1.86 1.05 2.39
H -2.84 0.22 1.06
H -0.45 -0.99 2.13
H -0.91 -1.31 0.62
H 1.09 0.74 1.50
H 0.52 0.93 -2.41
H -0.81 2.07 -2.11
H -1.04 0.28 -1.81
H 1.14 -1.44 -0.82
H 1.74 -1.34 0.83
H 2.57 0.93 -0.86
```

=====

Entry 5:
# C2H4F2

A 2-piece molecular cluster, C2H4F2 overall at a distorted geometry (ωB97M-V/def2-TZVPD, OMol25).

Max |F|: 4.38 eV/A
HOMO-LUMO gap: 9.94 eV
Energy: -278.21906 a.u.

Structure (XYZ):
```
8
C2H4F2 | OMol25 | ωB97M-V/def2-TZVPD
C 0.98 -0.56 -0.19
C -0.98 0.56 0.19
F 1.93 0.34 0.06
F -1.95 -0.32 -0.06
H 0.85 -0.75 -1.25
H 0.97 -1.40 0.49
H -0.85 0.73 1.25
H -0.96 1.40 -0.48
```

=====

Entry 6:
# C5H8ClN2

C5H8ClN2 as an isolated structure at a distorted geometry (ωB97M-V/def2-TZVPD, OMol25).

Max |F|: 6.88 eV/A
HOMO-LUMO gap: 8.60 eV
Charge: +1
Energy: -764.66616 a.u.

Structure (XYZ):
```
16
C5H8ClN2 | OMol25 | ωB97M-V/def2-TZVPD
C 1.25 0.12 0.02
C 0.60 -1.09 0.12
C -1.17 0.36 0.06
C 0.86 2.53 -0.21
C -1.76 -1.96 -0.07
N 0.54 1.18 -0.06
N -0.73 -0.86 -0.01
Cl -2.66 1.09 0.02
H 2.35 0.15 -0.11
H 1.11 -2.01 -0.07
H 1.90 2.62 -0.57
H 0.12 3.14 -0.81
H 0.84 3.16 0.71
H -2.16 -2.15 0.86
H -2.48 -1.73 -0.83
H -1.21 -2.89 -0.31
```

=====

Entry 7:
# C43H39CrFN3O3S2

C43H39CrFN3O3S2 as an isolated structure (ωB97M-V/def2-TZVPD, OMol25).

Multiplicity: 2
Max |F|: 0.42 eV/A
HOMO-LUMO gap (alpha / beta): 7.27 / 7.29 eV
Energy: -3992.63600 a.u.

Structure (XYZ):
```
92
C43H39CrFN3O3S2 | OMol25 | ωB97M-V/def2-TZVPD
Cr -0.70 1.56 -0.16
C 2.85 1.23 3.19
C 1.87 0.45 2.31
C 1.30 -0.73 3.10
C 2.51 0.04 1.00
C 3.48 -0.96 1.02
C 4.09 -1.39 -0.14
C 3.74 -0.80 -1.34
C 2.79 0.22 -1.42
C 2.52 0.77 -2.81
C 3.02 2.20 -3.03
C 1.07 0.64 -3.26
C 2.17 0.63 -0.23
N 1.19 1.69 -0.24
C 1.70 2.98 -0.13
C 3.00 3.34 0.21
C 3.38 4.67 0.29
C 2.48 5.69 0.03
C 1.17 5.37 -0.34
C 0.84 4.05 -0.40
F -0.44 3.69 -0.78
H 2.36 1.55 4.12
H 3.24 2.12 2.69
H 3.71 0.61 3.47
H 1.04 1.09 2.06
H 2.07 -1.46 3.35
H 0.52 -1.23 2.52
H 0.86 -0.38 4.03
H 3.75 -1.42 1.97
H 4.83 -2.18 -0.12
H 4.21 -1.14 -2.26
H 3.11 0.14 -3.47
H 2.40 2.93 -2.51
H 3.00 2.44 -4.09
H 4.05 2.32 -2.67
H 0.43 1.38 -2.79
H 0.66 -0.35 -3.04
H 1.00 0.80 -4.34
H 3.73 2.55 0.39
H 4.40 4.91 0.56
H 2.78 6.73 0.09
H 0.43 6.13 -0.57
O -1.82 1.26 -2.19
S -3.14 1.52 -1.61
O -3.91 2.64 -2.08
N -2.69 1.63 -0.10
C -3.36 1.97 1.05
C -4.71 1.94 1.32
C -5.17 2.35 2.59
C -4.32 2.80 3.56
C -2.93 2.87 3.30
C -1.98 3.40 4.19
C -0.67 3.50 3.81
C -0.29 3.02 2.55
N -1.13 2.46 1.71
C -2.46 2.42 2.06
C -4.16 0.09 -1.79
C -5.45 0.23 -2.27
C -6.25 -0.90 -2.37
C -5.75 -2.14 -2.00
C -4.45 -2.26 -1.52
C -3.64 -1.14 -1.41
H -5.41 1.62 0.56
H -6.24 2.31 2.78
H -4.70 3.13 4.52
H -2.30 3.75 5.17
H 0.08 3.93 4.45
H 0.74 3.09 2.23
H -5.81 1.20 -2.56
H -7.26 -0.81 -2.75
H -6.38 -3.02 -2.08
H -4.07 -3.23 -1.22
H -2.63 -1.21 -1.02
C 2.69 -8.25 -2.23
C 2.23 -7.54 -0.99
O 2.96 -7.06 -0.17
S 0.40 -7.48 -0.82
C 0.20 -5.74 -0.54
C 0.72 -5.11 0.59
C 0.53 -3.75 0.77
C -0.21 -3.00 -0.15
C -0.73 -3.64 -1.27
C -0.52 -5.00 -1.47
C -0.41 -1.59 0.03
C -0.59 -0.39 0.12
H 3.78 -8.32 -2.23
H 2.34 -7.69 -3.10
H 2.23 -9.24 -2.28
H 1.28 -5.68 1.31
H 0.95 -3.26 1.64
H -1.28 -3.07 -2.01
H -0.91 -5.49 -2.35
```

=====

Entry 8:
# C34H106N26O16

A 16-piece molecular cluster, C34H106N26O16 overall at a distorted geometry (ωB97M-V/def2-TZVPD, OMol25).

Max |F|: 3.81 eV/A
HOMO-LUMO gap: 8.12 eV
Energy: -3986.78374 a.u.

Structure (XYZ):
```
182
C34H106N26O16 | OMol25 | ωB97M-V/def2-TZVPD
C -1.22 1.80 -4.61
O -1.12 2.90 -5.15
N -0.22 1.26 -3.84
N -2.31 1.00 -4.64
H -0.31 0.27 -3.68
H 0.65 1.72 -3.63
H -2.41 0.17 -4.08
H -3.10 1.43 -5.09
C 4.09 -5.33 -2.63
O 3.75 -5.66 -3.77
N 4.95 -5.98 -1.79
N 3.58 -4.21 -2.03
H 5.75 -6.39 -2.25
H 5.03 -5.69 -0.84
H 2.86 -3.72 -2.55
H 4.05 -3.82 -1.22
C -2.84 -2.20 -4.06
O -3.81 -1.92 -3.35
N -1.59 -1.81 -3.73
N -2.95 -3.03 -5.14
H -1.49 -1.25 -2.90
H -0.77 -2.25 -4.13
H -2.15 -3.21 -5.71
H -3.86 -3.06 -5.56
C 1.95 4.79 -4.00
O 1.85 3.99 -3.06
N 2.85 5.80 -4.05
N 1.02 4.77 -4.99
H 3.53 5.76 -3.29
H 3.02 6.29 -4.90
H 0.36 4.00 -4.88
H 1.03 5.57 -5.60
C 0.01 -5.13 -2.98
O 0.42 -3.95 -3.06
N -1.31 -5.37 -3.15
N 0.81 -6.16 -2.68
H -1.84 -6.15 -2.82
H -1.86 -4.58 -3.43
H 0.45 -7.09 -2.80
H 1.80 -5.96 -2.77
C -3.69 1.49 -2.29
O -2.49 1.24 -2.47
N -4.14 2.60 -1.64
N -4.67 0.62 -2.67
H -5.13 2.68 -1.51
H -3.47 3.06 -1.05
H -5.60 0.90 -2.45
H -4.42 -0.30 -3.01
C 0.95 -7.90 0.10
O 0.66 -9.03 -0.29
N -0.02 -7.01 0.47
N 2.21 -7.52 0.40
H -0.97 -7.31 0.48
H 0.27 -6.09 0.74
H 2.44 -6.56 0.66
H 2.93 -8.19 0.60
C 3.44 0.84 -4.03
O 3.74 -0.10 -3.28
N 3.82 2.10 -3.73
N 2.95 0.63 -5.26
H 3.52 2.94 -4.19
H 4.47 2.25 -2.98
H 2.66 1.37 -5.87
H 2.69 -0.33 -5.42
C 4.69 4.80 -0.64
O 5.01 5.60 -1.53
N 5.16 4.83 0.64
N 3.83 3.82 -0.90
H 4.71 4.26 1.36
H 5.82 5.52 0.95
H 3.50 3.17 -0.21
H 3.18 3.87 -1.68
C -1.19 -4.52 3.65
O -1.79 -5.47 3.16
N -1.70 -3.62 4.52
N 0.12 -4.24 3.33
H -2.55 -3.82 5.01
H -1.12 -2.92 4.94
H 0.64 -4.71 2.61
H 0.49 -3.38 3.67
C 4.40 -5.36 2.13
C 3.25 -4.30 2.05
C 3.90 -2.98 1.66
O 4.46 -3.13 0.38
C 5.30 -2.05 -0.07
N 2.25 -4.73 1.04
H 5.08 -4.97 2.89
H 5.00 -5.48 1.23
H 3.98 -6.32 2.40
H 2.87 -4.16 3.06
H 4.48 -2.61 2.51
H 3.07 -2.25 1.56
H 5.96 -2.42 -0.85
H 5.88 -1.61 0.74
H 4.61 -1.33 -0.52
H 1.65 -3.90 1.13
H 2.77 -4.45 0.21
C 3.10 1.33 2.29
C 3.16 2.75 2.85
C 2.32 2.80 4.12
O 2.66 1.85 5.10
C 1.63 1.62 6.05
N 4.53 3.20 3.04
H 3.41 0.56 3.00
H 3.79 1.16 1.45
H 2.14 1.07 1.84
H 2.74 3.40 2.08
H 1.25 2.75 3.89
H 2.39 3.78 4.63
H 1.36 2.59 6.49
H 1.99 1.01 6.88
H 0.80 1.13 5.54
H 5.04 2.42 3.46
H 4.53 4.03 3.62
C 0.69 1.11 -1.27
C 1.11 -0.33 -0.95
C 0.13 -0.96 0.04
O 0.38 -2.29 0.45
C -0.61 -3.26 0.10
N 1.27 -1.11 -2.17
H 0.34 1.60 -0.35
H -0.16 1.06 -1.95
H 1.43 1.63 -1.88
H 2.12 -0.34 -0.50
H -0.91 -0.74 -0.24
H 0.19 -0.36 0.96
H -1.12 -3.00 -0.83
H -1.34 -3.19 0.91
H -0.11 -4.20 -0.09
H 2.21 -0.90 -2.50
H 1.26 -2.11 -1.95
C -5.35 -0.30 0.54
C -6.53 -1.14 0.05
C -6.66 -2.51 0.72
O -5.53 -3.34 0.55
C -4.51 -3.41 1.53
N -7.71 -0.26 0.19
H -5.40 0.76 0.30
H -4.38 -0.75 0.29
H -5.34 -0.22 1.63
H -6.47 -1.24 -1.04
H -7.51 -2.99 0.24
H -6.94 -2.38 1.77
H -3.69 -2.70 1.46
H -4.18 -4.44 1.35
H -4.90 -3.49 2.56
H -8.58 -0.72 -0.08
H -7.91 -0.06 1.17
C -1.54 6.85 2.78
C -0.19 6.27 3.16
C 0.61 5.81 1.94
O -0.18 5.01 1.08
C 0.62 4.55 -0.02
N 0.62 7.19 4.01
H -1.54 7.22 1.75
H -1.78 7.72 3.39
H -2.25 6.05 2.98
H -0.32 5.28 3.63
H 1.47 5.20 2.24
H 0.96 6.73 1.45
H -0.09 4.08 -0.70
H 1.34 3.87 0.45
H 1.13 5.41 -0.45
H -0.10 7.69 4.54
H 0.93 6.64 4.81
C -4.97 5.37 2.63
C -4.99 4.01 2.01
C -3.60 3.37 2.14
O -3.73 2.00 1.76
C -2.52 1.30 1.85
N -6.01 3.15 2.58
H -4.37 6.03 2.00
H -4.49 5.29 3.61
H -5.94 5.80 2.92
H -5.22 4.10 0.94
H -3.32 3.36 3.20
H -2.80 3.79 1.51
H -2.51 0.35 1.32
H -2.21 1.11 2.88
H -1.74 1.92 1.37
H -5.76 2.19 2.38
H -6.05 3.34 3.58
```